Density functional theory data (ωB97M-V with the def2-TZVPD basis set) for a molecular structure, C50H47GeIrN3O3SSbSe2.

Geometry (Å):
Ir (-0.516, 0.575, 0.794)
Se (0.028, 1.783, 4.435)
Se (1.806, 2.467, 3.150)
C (2.398, 0.738, 2.511)
C (3.596, 0.242, 3.004)
C (4.010, -1.018, 2.609)
C (3.208, -1.737, 1.737)
C (2.044, -1.155, 1.272)
N (1.640, 0.067, 1.647)
C (-1.466, 2.493, 3.444)
C (-2.406, 3.220, 4.166)
C (-3.458, 3.811, 3.491)
C (-3.525, 3.670, 2.112)
C (-2.553, 2.926, 1.473)
N (-1.546, 2.325, 2.125)
H (4.170, 0.842, 3.697)
H (4.933, -1.433, 2.992)
H (3.460, -2.744, 1.434)
H (1.397, -1.679, 0.579)
H (-2.288, 3.334, 5.235)
H (-4.188, 4.400, 4.030)
H (-4.311, 4.141, 1.538)
H (-2.547, 2.810, 0.397)
C (-3.313, 2.057, -3.020)
O (-2.830, 0.770, -2.625)
C (-1.928, 0.744, -1.640)
O (-1.545, 1.787, -1.065)
H (-4.161, 1.872, -3.674)
H (-2.542, 2.605, -3.561)
H (-3.628, 2.631, -2.149)
C (3.043, -2.660, -1.927)
C (3.643, -1.648, -2.860)
C (4.669, -2.041, -3.722)
C (5.304, -1.137, -4.556)
C (4.933, 0.198, -4.536)
C (3.904, 0.604, -3.702)
C (3.250, -0.311, -2.879)
Sb (1.623, 0.618, -1.742)
C (0.888, 1.566, -3.562)
C (0.198, 0.638, -4.344)
C (-0.357, 0.986, -5.564)
C (-0.237, 2.294, -6.010)
C (0.463, 3.214, -5.252)
C (1.054, 2.871, -4.032)
C (1.879, 3.932, -3.351)
C (2.954, 1.995, -0.698)
C (4.264, 1.555, -0.523)
C (5.181, 2.315, 0.191)
C (4.789, 3.526, 0.737)
C (3.479, 3.955, 0.584)
C (2.540, 3.198, -0.116)
C (1.117, 3.662, -0.199)
H (3.425, -3.657, -2.146)
H (1.963, -2.686, -2.014)
H (3.298, -2.418, -0.892)
H (4.976, -3.080, -3.729)
H (6.094, -1.472, -5.215)
H (5.436, 0.922, -5.165)
H (3.616, 1.649, -3.694)
H (0.104, -0.388, -4.007)
H (-0.871, 0.242, -6.157)
H (-0.673, 2.591, -6.956)
H (0.589, 4.226, -5.619)
H (1.245, 4.718, -2.937)
H (2.529, 4.408, -4.087)
H (2.503, 3.526, -2.559)
H (4.575, 0.612, -0.954)
H (6.197, 1.960, 0.312)
H (5.498, 4.130, 1.287)
H (3.170, 4.902, 1.014)
H (0.996, 4.648, 0.249)
H (0.474, 2.965, 0.342)
H (0.753, 3.687, -1.226)
O (-0.671, -2.673, -2.053)
S (-1.865, -1.802, -2.096)
N (-1.442, -0.429, -1.258)
C (-1.215, -1.391, 4.167)
Ge (-1.389, -1.357, 2.175)
C (-0.695, -3.160, 1.700)
C (0.310, -3.765, 2.454)
C (0.778, -5.030, 2.126)
C (0.262, -5.699, 1.025)
C (-0.748, -5.115, 0.275)
C (-1.226, -3.859, 0.619)
C (-3.376, -1.489, 1.869)
C (-3.966, -0.525, 1.041)
C (-5.343, -0.406, 0.912)
C (-6.175, -1.236, 1.648)
C (-5.636, -2.241, 2.477)
C (-6.469, -3.089, 3.230)
C (-5.939, -4.102, 4.008)
C (-4.563, -4.315, 4.020)
C (-3.722, -3.487, 3.294)
C (-4.226, -2.405, 2.550)
H (-1.556, -2.351, 4.554)
H (-1.818, -0.605, 4.623)
H (-0.181, -1.243, 4.472)
H (0.725, -3.250, 3.314)
H (1.551, -5.493, 2.728)
H (0.642, -6.676, 0.756)
H (-1.155, -5.630, -0.585)
H (-2.030, -3.415, 0.045)
H (-3.322, 0.157, 0.496)
H (-5.759, 0.347, 0.257)
H (-7.252, -1.134, 1.585)
H (-7.540, -2.928, 3.191)
H (-6.587, -4.740, 4.593)
H (-4.156, -5.136, 4.595)
H (-2.659, -3.686, 3.264)

Calculated values
Highest occupied orbital energy (spin up / spin down) ... -8.81 / -9.83 eV
Net charge ... +1
Energy above the lowest of the compared OMol25 structures with the same formula, charge and spin ... 1.688 eV
Multiplicity ... 6
Expectation value of S² ... 8.79